The following is a DFT calculation (the ωB97M-V functional and the def2-TZVPD basis) of C6H18AgO10P as an isolated structure.

The geometry in XYZ format:
```
36
Properties=species:S:1:pos:R:3
Ag -0.432 -0.684 0.642
P -0.261 -3.185 0.853
O -1.276 -2.439 1.791
O 0.948 -2.288 1.164
O -0.639 -2.580 -0.502
O -0.125 -4.735 1.001
C 1.230 0.735 2.638
C 0.904 1.977 1.830
O 0.290 1.614 0.576
O 0.122 -0.150 2.828
H 1.754 1.047 3.541
H 1.951 0.180 2.038
H 1.747 2.667 1.810
H 0.181 2.631 2.318
H 0.176 2.444 0.107
H 0.430 -0.951 3.258
C 2.584 -0.028 -1.673
C 2.091 0.768 -2.897
O 1.623 -0.143 -3.899
O 1.502 -0.469 -0.851
H 3.194 0.713 -1.156
H 3.187 -0.883 -1.977
H 2.856 1.440 -3.285
H 1.247 1.376 -2.569
H 1.330 -0.942 -3.455
H 1.635 -1.391 -0.618
C -2.915 -0.076 -1.033
C -3.270 0.787 0.167
O -2.350 0.522 1.230
O -1.576 0.121 -1.505
H -3.738 -0.040 -1.746
H -2.799 -1.124 -0.757
H -4.239 0.394 0.474
H -3.198 1.869 0.056
H -2.712 0.887 2.040
H -1.449 -0.064 -2.438
```

Summary:
Kohn-Sham gap (alpha / beta): 5.7 / 5.2 eV
E_HOMO (alpha / beta): -0.118 / -0.102 Ha
DFT total energy: -40275.526 eV
net charge: -1
spin multiplicity: 2

Atom charges from the Löwdin analysis, given in e for atoms 1 to 2: 0.90, -0.07

***

The following is a DFT calculation (the ωB97M-V functional and the def2-TZVPD basis) of C34H49MoN8O9P2 as an isolated structure.

The geometry in XYZ format:
```
103
Properties=species:S:1:pos:R:3
Mo -0.100 -0.577 -1.325
C 2.660 5.912 10.493
O 3.503 4.969 9.835
C 3.054 4.421 8.693
C 3.921 3.531 8.061
C 3.555 2.936 6.874
C 2.317 3.207 6.285
C 1.453 4.082 6.932
C 1.809 4.689 8.128
C 1.912 2.610 5.003
N 0.744 2.761 4.422
C 0.827 2.048 3.251
C 2.052 1.456 3.113
N 2.740 1.823 4.245
C 2.443 0.675 1.980
C 3.707 0.110 1.757
C 3.918 -0.564 0.593
C 2.883 -0.701 -0.334
N 1.670 -0.204 -0.135
C 1.461 0.498 1.002
C 0.143 1.077 1.160
N -0.740 0.791 0.191
C -1.932 1.353 0.235
C -2.324 2.209 1.262
C -1.458 2.463 2.287
C -0.185 1.882 2.247
H 3.209 6.250 11.363
H 1.725 5.450 10.815
H 2.443 6.764 9.847
H 4.879 3.324 8.526
H 4.256 2.249 6.407
H 0.491 4.289 6.478
H 1.114 5.366 8.608
H 3.688 1.585 4.473
H 4.507 0.220 2.483
H 4.887 -0.988 0.365
H 3.036 -1.205 -1.278
H -2.609 1.106 -0.570
H -3.314 2.648 1.243
H -1.728 3.106 3.119
N 1.556 -4.644 -4.877
C 1.251 -3.211 -5.162
C 1.026 -3.005 -6.674
P 2.805 -2.263 -4.703
O 3.172 -1.540 -6.088
O 3.846 -3.441 -4.515
O 2.899 -1.304 -3.588
P -0.316 -2.756 -4.195
O -1.340 -2.327 -5.377
O -0.789 -4.011 -3.551
O -0.206 -1.476 -3.402
H 3.360 -4.297 -4.650
H 1.347 -5.207 -5.692
H 0.952 -4.973 -4.128
H 1.918 -3.283 -7.239
H 0.791 -1.969 -6.906
H 0.194 -3.630 -7.003
H 3.808 -0.819 -5.928
H -1.766 -3.118 -5.748
N -0.338 -3.222 2.520
C -0.175 -2.629 1.324
O -0.890 -1.680 0.974
C 0.893 -3.135 0.401
C 0.597 -2.651 -1.020
H -1.034 -2.878 3.158
H 0.240 -3.992 2.800
H 0.935 -4.225 0.459
H 1.852 -2.767 0.775
H -0.174 -3.299 -1.435
H 1.475 -2.835 -1.639
C -4.465 -1.959 0.575
C -4.507 -2.568 -0.824
N -4.367 -1.584 -1.904
C -5.579 -1.255 -2.666
C -6.516 -0.308 -1.929
C -3.189 -0.992 -2.142
C -3.115 0.087 -3.184
N -2.092 -1.340 -1.527
H -4.662 -2.737 1.317
H -5.232 -1.187 0.680
H -3.495 -1.513 0.801
H -5.462 -3.064 -0.974
H -3.740 -3.339 -0.934
H -6.094 -2.190 -2.880
H -5.294 -0.834 -3.624
H -6.931 -0.779 -1.034
H -7.350 -0.026 -2.577
H -5.991 0.603 -1.627
H -3.929 0.808 -3.091
H -3.156 -0.363 -4.179
H -2.163 0.593 -3.105
H -2.206 -2.134 -0.914
C 0.720 3.101 -3.020
C 0.750 1.655 -3.465
C -0.001 1.457 -4.772
O 0.208 0.862 -2.393
H 1.108 3.744 -3.815
H 1.323 3.246 -2.121
H -0.310 3.400 -2.801
H 1.781 1.340 -3.605
H -0.960 1.987 -4.752
H -0.181 0.399 -4.943
H 0.593 1.858 -5.598
```

Summary:
Kohn-Sham gap (alpha / beta): 6.4 / 6.9 eV
E_HOMO (alpha / beta): -0.343 / -0.369 Ha
DFT total energy: -86839.453 eV
ΔE to the lowest compared entry with this formula, charge and spin: 0.782 eV
net charge: +1
spin multiplicity: 3

Atom charges from the Löwdin analysis, given in e for atoms 1 to 2: 1.72, -0.06